Formula: C56H140N9O19Zn
Source: the OMol25 dataset
Level of theory: ωB97M-V/def2-TZVPD

- Charge: +1
- HOMO-LUMO gap: 0.148 Ha
- Energy above the lowest of the compared OMol25 structures with the same formula, charge and spin: 0.000 eV
- Energy: -5918.4736 a.u.

Last column: Mulliken charge in e.
CARTESIAN COORDINATES (ANGSTROEM)
Zn  -1.211  3.741  0.617  -0.1293
C  1.470  0.305  0.516  0.0443
C  0.745  1.185  -0.540  0.7999
O  -0.095  2.178  0.057  1.2987
H  0.860  -0.313  1.175  -0.4644
H  2.238  0.731  1.161  -0.5772
H  2.152  -0.299  -0.082  0.4689
H  0.251  0.541  -1.267  -0.3438
H  1.521  1.616  -1.173  -0.6296
C  0.944  -1.225  3.675  -0.9053
O  1.591  0.040  3.695  0.0715
C  2.958  0.009  3.863  -1.0991
C  3.464  1.444  3.984  0.2712
N  2.921  1.998  5.247  -0.4747
C  3.027  3.443  5.234  0.2990
C  2.580  4.038  6.531  -1.1567
O  2.442  5.445  6.608  -0.3306
C  2.378  5.983  7.958  -0.8418
H  1.004  -1.751  4.627  0.4816
H  1.366  -1.914  2.943  0.2984
H  -0.063  -1.063  3.288  0.1169
H  3.405  -0.432  2.972  0.2988
H  3.228  -0.581  4.739  0.5328
H  3.273  2.006  3.069  -0.5919
H  4.553  1.479  4.017  0.6626
H  1.989  1.609  5.211  0.3486
H  2.478  3.868  4.394  -0.2047
H  4.075  3.741  5.220  0.5176
H  3.345  3.669  7.214  0.5805
H  1.684  3.543  6.906  0.3731
H  3.293  5.747  8.500  0.3406
H  1.635  5.414  8.518  0.3462
H  2.122  7.042  7.924  0.2374
C  2.446  3.591  -3.481  -0.2864
O  3.787  3.315  -3.877  -0.4944
C  4.320  2.147  -3.279  1.0872
C  5.800  1.948  -3.629  -1.3677
N  6.602  3.043  -3.237  0.1770
C  7.912  3.007  -3.906  -0.7725
C  8.729  4.268  -3.622  -0.4975
O  9.779  4.334  -4.550  -0.3427
C  10.645  5.431  -4.485  -0.7366
H  1.894  2.798  -3.985  0.0974
H  2.086  4.520  -3.922  0.3635
H  2.260  3.507  -2.410  0.0160
H  3.705  1.287  -3.545  -0.0473
H  4.270  2.179  -2.191  -0.4269
H  5.794  1.778  -4.706  0.4991
H  6.162  1.078  -3.081  0.3537
H  6.057  3.836  -3.546  0.1953
H  7.800  2.901  -4.985  0.4133
H  8.470  2.124  -3.593  0.2835
H  9.157  4.139  -2.628  0.3091
H  8.124  5.175  -3.640  0.4074
H  11.215  5.568  -5.404  0.2681
H  11.307  5.333  -3.624  0.2870
H  10.066  6.354  -4.451  0.3088
C  -2.765  6.318  4.803  -0.7086
O  -1.800  5.325  5.140  -0.3576
C  -0.505  5.553  4.607  -0.3019
C  -0.366  5.214  3.105  -1.1253
N  -0.867  3.896  2.692  1.5206
C  -0.266  2.761  3.362  -0.0645
C  -1.427  1.668  3.453  -0.2978
O  -2.621  2.290  3.875  -0.4902
C  -3.798  1.493  3.823  -0.9146
H  -3.766  6.035  5.128  0.2907
H  -2.800  6.373  3.715  0.2581
H  -2.596  7.306  5.232  0.3159
H  0.131  4.908  5.213  -0.1181
H  -0.172  6.576  4.783  0.5722
H  0.601  5.483  2.681  0.1988
H  -1.043  5.877  2.565  0.5819
H  -1.754  3.785  3.162  0.6094
H  -0.145  3.041  4.409  0.2580
H  0.703  2.398  3.020  -0.5402
H  -1.118  0.895  4.157  0.7049
H  -1.533  1.175  2.487  -0.4358
H  -3.900  0.704  3.078  0.2766
H  -4.559  2.218  3.535  0.4083
H  -4.142  1.217  4.820  0.3034
C  -7.940  1.850  4.327  -0.5812
O  -8.388  0.569  3.872  -0.3659
C  -7.353  -0.341  3.406  -0.5129
C  -6.946  0.007  1.970  -0.5207
N  -5.973  -0.909  1.319  -0.2665
C  -5.629  -0.579  -0.026  -0.4885
C  -4.497  -1.532  -0.340  -0.8121
O  -3.409  -1.441  0.651  -0.0503
C  -2.518  -0.403  0.277  0.4857
H  -7.248  1.715  5.159  0.2506
H  -8.738  2.484  4.713  0.2830
H  -7.497  2.423  3.513  0.2214
H  -7.780  -1.339  3.316  0.3516
H  -6.489  -0.540  4.041  0.3097
H  -6.586  1.029  1.847  0.3244
H  -7.853  -0.112  1.378  0.3343
H  -5.069  -0.899  1.768  0.1173
H  -5.347  0.472  -0.088  0.1467
H  -6.484  -0.753  -0.680  0.5615
H  -4.153  -1.510  -1.374  0.4298
H  -4.954  -2.518  -0.255  0.3476
H  -2.958  0.587  0.395  -0.0737
H  -2.313  -0.546  -0.784  0.4124
H  -1.570  -0.421  0.814  -1.0814
C  -7.058  2.872  -5.030  -0.6704
O  -6.985  3.320  -3.672  -0.4250
C  -6.038  2.531  -2.866  -0.4825
C  -4.569  2.678  -3.377  -0.5518
N  -3.541  1.945  -2.607  0.3593
C  -2.180  2.101  -3.227  0.0180
C  -1.624  3.545  -3.289  0.2462
O  -1.961  4.102  -4.590  -0.3621
C  -1.645  5.522  -4.787  -0.7608
H  -7.840  3.393  -5.582  0.2680
H  -7.331  1.818  -5.082  0.2960
H  -6.140  3.043  -5.592  0.2684
H  -6.389  1.501  -2.806  0.3437
H  -6.149  2.915  -1.852  0.2929
H  -4.362  3.742  -3.493  0.2565
H  -4.600  2.284  -4.393  0.3198
H  -3.582  2.362  -1.688  -0.0043
H  -2.227  1.796  -4.272  0.3942
H  -1.517  1.424  -2.688  -0.9244
H  -0.536  3.495  -3.253  0.0335
H  -1.921  4.130  -2.419  0.1623
H  -1.991  6.190  -3.999  0.3131
H  -2.198  5.772  -5.692  0.2900
H  -0.582  5.690  -4.965  0.2463
C  -4.325  -10.076  7.161  -0.7186
O  -3.866  -8.866  6.647  -0.2949
C  -4.258  -8.655  5.268  -0.8083
C  -3.451  -7.467  4.790  -0.3958
N  -2.147  -7.839  4.231  -0.3872
C  -1.253  -6.667  4.013  -0.7457
C  -1.674  -5.684  2.856  -0.4420
O  -0.781  -4.632  2.722  -0.3668
C  -1.037  -3.637  1.749  0.6054
H  -3.934  -9.975  8.174  0.2416
H  -3.882  -10.920  6.633  0.3007
H  -5.404  -10.212  7.084  0.2854
H  -5.326  -8.438  5.240  0.4041
H  -4.061  -9.546  4.672  0.3821
H  -3.327  -6.859  5.687  0.3410
H  -4.068  -6.866  4.121  0.3482
H  -1.685  -8.394  4.938  0.2770
H  -0.210  -6.904  3.804  0.3796
H  -1.143  -5.983  4.854  0.3269
H  -2.662  -5.280  3.076  0.3156
H  -1.819  -6.189  1.901  0.2958
H  -0.947  -4.068  0.752  -0.2436
H  -0.259  -2.878  1.669  -0.6397
H  -1.992  -3.115  1.815  0.4287
C  1.170  -2.984  -0.874  -0.9703
O  0.240  -3.956  -1.258  0.1333
C  0.642  -5.348  -1.183  -0.7327
C  -0.568  -6.085  -1.737  -0.6465
N  -0.440  -7.532  -1.608  -0.2848
C  0.252  -8.070  -2.818  -0.4928
C  0.481  -9.558  -2.593  -0.7313
O  -0.696  -10.189  -3.166  -0.3105
C  -0.606  -11.602  -3.047  -0.7586
H  2.089  -2.931  -1.458  0.5665
H  1.506  -3.087  0.158  0.5906
H  0.679  -2.030  -1.070  -0.2719
H  0.939  -5.576  -0.160  0.1489
H  1.451  -5.496  -1.899  0.4601
H  -0.861  -5.688  -2.709  0.2761
H  -1.362  -5.745  -1.073  0.3717
H  -1.342  -7.971  -1.495  0.2857
H  1.234  -7.652  -3.041  0.3597
H  -0.383  -7.854  -3.677  0.3422
H  0.629  -9.818  -1.545  0.3596
H  1.272  -9.987  -3.207  0.4368
H  -1.584  -12.022  -3.281  0.2620
H  -0.304  -11.948  -2.058  0.3035
H  0.085  -12.065  -3.752  0.2993
C  -2.262  -3.211  -9.426  -0.7792
O  -2.203  -2.494  -8.206  -0.3263
C  -3.012  -2.973  -7.117  -0.8532
C  -2.357  -2.543  -5.825  -0.0828
N  -1.107  -3.327  -5.670  -0.2654
C  -0.349  -3.128  -4.406  -0.7079
C  0.034  -1.672  -4.185  1.1647
O  0.889  -1.201  -5.187  -0.5242
C  1.361  0.133  -4.909  -0.4464
H  -3.312  -3.191  -9.718  0.3153
H  -1.929  -4.243  -9.318  0.3329
H  -1.707  -2.784  -10.261  0.2452
H  -3.137  -4.038  -7.314  0.4113
H  -4.057  -2.674  -7.200  0.4428
H  -2.933  -2.819  -4.942  0.2468
H  -2.146  -1.475  -5.757  0.1277
H  -0.452  -3.057  -6.391  0.3766
H  0.534  -3.766  -4.394  0.3465
H  -0.870  -3.548  -3.545  -0.2320
H  0.489  -1.612  -3.196  -0.2080
H  -0.881  -1.081  -4.216  -0.2108
H  1.896  0.147  -3.960  0.1413
H  0.483  0.760  -4.753  0.1078
H  2.023  0.633  -5.616  0.4059
C  2.672  4.169  0.743  0.8657
O  3.836  4.595  1.348  -0.1004
C  4.633  5.437  0.478  -0.5487
C  6.067  5.514  0.955  -1.0468
N  6.698  4.147  1.141  -0.3451
C  6.879  3.341  -0.124  0.3870
C  7.394  1.881  0.107  -0.8658
O  6.669  1.148  1.120  -0.4664
C  5.369  0.762  0.761  -0.0764
H  2.822  3.526  -0.125  -0.1166
H  2.148  5.030  0.328  0.5956
H  2.108  3.638  1.510  -1.4752
H  4.117  6.397  0.447  0.4757
H  4.607  5.031  -0.533  0.2523
H  5.966  5.964  1.942  0.3626
H  6.674  6.090  0.257  0.4268
H  6.072  3.606  1.721  0.3188
H  7.536  3.886  -0.802  0.3319
H  5.922  3.228  -0.634  -0.3570
H  8.406  1.929  0.511  0.3678
H  7.432  1.346  -0.842  0.2998
H  4.724  1.624  0.926  -0.1962
H  5.095  -0.093  1.380  0.2847
H  5.301  0.436  -0.277  0.2829

=====

Formula: C6H11F3IN
Source: the OMol25 dataset
Level of theory: ωB97M-V/def2-TZVPD

- HOMO-LUMO gap: 0.314 Ha
- Energy above the lowest of the compared OMol25 structures with the same formula, charge and spin: 1.624 eV
- Energy: -887.1834 a.u.

Last column: Mulliken charge in e.
CARTESIAN COORDINATES (ANGSTROEM)
C  -1.573  0.611  0.722  -1.7696
C  -1.190  -0.453  -1.719  -1.0358
C  1.469  1.198  1.160  -1.2133
C  -0.782  -0.241  -0.231  1.0658
C  1.163  0.704  -0.231  -0.1783
C  -0.543  -1.600  0.487  0.6609
N  2.042  -0.312  -0.648  -0.3299
F  -1.719  -2.296  0.600  -0.2938
F  -0.117  -1.421  1.748  -0.2706
F  0.388  -2.435  -0.098  -0.2364
I  0.841  2.210  -1.625  0.1559
H  -1.192  0.552  1.799  0.3312
H  -1.506  1.722  0.345  0.2743
H  -2.576  0.352  0.807  0.5528
H  -1.100  -1.532  -1.947  0.2505
H  -0.486  0.165  -2.295  0.1934
H  -2.212  -0.104  -1.656  0.3510
H  2.241  2.005  1.340  0.2688
H  0.581  1.829  1.338  0.3289
H  1.734  0.365  1.655  0.4169
H  2.011  -0.493  -1.637  0.2618
H  2.523  -0.826  0.085  0.2155

=====

Formula: C27H37BFN11O4PtSi
Source: the OMol25 dataset
Level of theory: ωB97M-V/def2-TZVPD

- HOMO-LUMO gap: 0.301 Ha
- Energy above the lowest of the compared OMol25 structures with the same formula, charge and spin: 0.856 eV
- Energy: -2487.9787 a.u.

Last column: Mulliken charge in e.
CARTESIAN COORDINATES (ANGSTROEM)
Pt  0.181  -0.212  0.221  1.9288
C  2.786  2.317  0.225  -1.4481
C  2.489  1.524  -0.997  0.7807
C  3.137  1.586  -2.232  -1.5729
C  2.463  0.715  -3.066  0.8553
C  2.725  0.388  -4.498  -1.4663
N  1.465  0.150  -2.374  0.7449
N  1.486  0.653  -1.096  0.1466
B  0.326  -0.819  -2.872  -1.2322
N  -0.993  -0.080  -2.548  1.6664
N  -0.950  0.739  -1.464  -0.5335
C  -1.927  1.651  -1.628  0.5261
C  -2.097  2.893  -0.808  -1.8460
C  -2.634  1.354  -2.792  -1.4002
C  -1.999  0.262  -3.355  0.8135
C  -2.309  -0.466  -4.618  -1.4281
N  0.522  -2.116  -2.103  0.8950
N  1.060  -2.003  -0.866  -0.3706
C  1.341  -3.235  -0.445  0.5605
C  2.011  -3.496  0.863  -1.0888
C  0.997  -4.154  -1.442  -1.5154
C  0.486  -3.403  -2.481  0.9556
C  -0.092  -3.848  -3.783  -1.4487
H  3.120  3.313  -0.062  0.4360
H  3.576  1.857  0.819  0.3253
H  1.902  2.412  0.852  -0.1171
H  3.993  2.192  -2.479  0.5192
H  3.649  0.867  -4.813  0.3898
H  1.916  0.742  -5.138  0.2637
H  2.822  -0.687  -4.646  0.2903
H  0.386  -1.022  -4.050  -0.2463
H  -1.251  3.059  -0.147  0.4366
H  -3.015  2.874  -0.217  0.3222
H  -2.161  3.747  -1.482  0.4459
H  -3.473  1.897  -3.196  0.5016
H  -3.089  0.061  -5.164  0.3989
H  -2.662  -1.476  -4.400  0.2187
H  -1.432  -0.551  -5.259  0.2746
H  1.832  -2.683  1.561  -0.0125
H  3.089  -3.586  0.712  0.2985
H  1.644  -4.424  1.291  0.3898
H  1.110  -5.225  -1.401  0.5043
H  0.218  -4.868  -3.997  0.4122
H  0.222  -3.204  -4.605  0.2798
H  -1.183  -3.822  -3.742  0.1948
C  0.145  2.710  3.167  -0.8250
Si  -0.899  1.161  3.168  -0.1263
C  -0.119  -0.179  4.211  -0.4654
C  -2.583  1.577  3.873  -1.2916
C  -1.283  0.774  1.355  0.1245
H  0.578  2.903  4.152  0.4296
H  -0.461  3.578  2.892  0.3359
H  0.972  2.649  2.457  0.1036
H  -0.784  -0.452  5.030  0.5509
H  0.815  0.176  4.653  0.2455
H  0.101  -1.076  3.631  -0.1430
H  -2.515  1.767  4.947  0.3625
H  -3.290  0.754  3.730  0.2996
H  -3.002  2.469  3.399  0.3137
H  -1.490  1.710  0.878  -0.9411
H  -2.125  0.106  1.198  0.7164
F  -3.295  -1.821  5.621  -0.4191
C  -2.602  -2.613  4.800  0.2506
C  -2.929  -2.738  3.518  0.0766
N  -2.248  -3.582  2.655  0.2095
C  -2.439  -3.403  1.224  -1.9111
C  -1.719  -2.230  0.568  0.6319
O  -2.110  -1.871  -0.519  -0.5177
O  -0.722  -1.691  1.245  0.1983
C  -1.134  -4.283  3.078  0.3870
O  -0.499  -5.012  2.347  -0.6436
N  -0.825  -4.123  4.414  -0.0025
C  -1.461  -3.327  5.366  0.4039
O  -1.083  -3.267  6.509  -0.6147
H  -3.766  -2.194  3.099  0.3975
H  -3.500  -3.261  1.035  0.4539
H  -2.092  -4.308  0.729  0.3209
H  -0.005  -4.622  4.731  0.2342
N  1.666  -0.302  1.547  0.1310
C  2.256  0.218  2.420  0.4225
N  3.071  0.697  3.237  -0.7192
C  2.918  1.171  4.456  0.5513
N  2.857  1.610  5.524  -0.5801